# 1
62
Properties=species:S:1:pos:R:3:lowdin_charge:R:1 method="wB97M-V/def2-TZVPD" gap_ha=0.3056 e_above_lowest_kcal_mol=37.7 lumo_ha=-0.21667 homo_energy_ev=-14.21 total_charge=+2
H -0.682 -1.110 6.232 0.10
H 1.284 -2.147 3.375 0.09
C -4.413 0.601 -1.495 0.01
C -0.396 -0.235 5.656 0.01
C -0.073 0.001 3.251 -0.39
N 0.349 -0.985 -2.301 0.03
C 0.111 -2.979 -3.569 0.06
C 0.522 -0.281 -3.420 -0.17
N -4.064 1.288 -0.249 -0.11
O 0.662 1.619 -1.998 -0.15
H -2.016 0.838 3.697 0.13
H 3.508 0.498 -3.610 0.08
O 0.445 -0.257 2.145 -0.32
H 0.331 -2.754 -5.690 0.13
O -1.223 1.691 1.984 -0.17
C -0.074 -2.929 -1.001 -0.44
H 0.516 1.624 -5.002 0.13
C 0.542 -0.882 -4.661 0.04
O -0.058 -2.279 0.021 -0.03
H -4.488 1.322 -2.308 0.11
C 3.455 -1.069 0.162 -0.09
C 3.301 -0.151 1.193 -0.14
C 3.593 -0.624 -1.155 -0.06
H 3.375 2.185 -3.055 0.09
C -2.840 1.234 0.237 -0.39
C 3.397 1.649 -0.415 -0.07
H -0.679 1.952 3.954 0.15
H -5.693 2.601 -0.336 0.11
C -5.160 2.019 0.412 0.00
H -0.427 -4.582 -0.186 0.16
H -0.074 -4.045 -3.597 0.14
H -5.858 1.326 0.877 0.11
O 0.580 2.082 -4.150 0.20
H -5.381 0.122 -1.361 0.10
C 3.851 1.221 -2.863 -0.03
O -1.902 0.620 -0.324 -0.27
C 0.610 1.223 -3.148 -0.45
H -3.665 -0.146 -1.729 0.08
C -1.059 1.173 3.296 -0.08
H 3.248 -0.487 2.220 0.11
H -2.688 3.021 1.426 0.15
C 3.586 0.736 -1.457 -0.29
H 3.774 -1.344 -1.948 0.12
N 0.156 -0.672 4.361 -0.11
C 1.074 -1.814 4.385 0.01
H 0.347 0.330 6.217 0.11
O -0.286 -4.234 -1.090 0.17
H 2.003 -1.532 4.884 0.11
H 3.411 2.713 -0.629 0.13
H -3.273 1.628 2.318 0.14
C -2.554 1.950 1.565 -0.09
H -1.281 0.378 5.527 0.08
C 0.152 -2.295 -2.367 -0.16
H 3.521 -2.127 0.388 0.12
H -4.783 2.708 1.158 0.08
H 3.174 1.935 1.702 0.12
C 3.259 1.212 0.900 -0.13
H 0.606 -2.615 4.951 0.10
H 4.921 1.355 -3.034 0.10
C 0.332 -2.253 -4.730 0.02
Ba 0.375 0.293 -0.048 2.29
H 0.719 -0.320 -5.572 0.13

# 2
52
Properties=species:S:1:pos:R:3:mulliken_spin:R:1 method="wB97M-V/def2-TZVPD" gap_ha="0.2404 / 0.2520" lumo_ha="-0.14617 / -0.13237" homo_energy_ev="-10.52 / -10.46" total_charge=+1 multiplicity=2
C -1.933 2.333 2.816 0.00
H 0.446 -0.845 -5.780 0.00
H -1.324 0.700 -4.928 0.00
C -0.758 0.423 -2.889 0.01
C 1.232 -1.176 -3.807 0.00
H -3.423 3.883 2.685 0.00
C -0.639 0.217 -4.252 -0.01
C 2.019 -1.431 -1.442 0.01
H -2.452 -5.146 1.839 0.00
N 1.592 -1.090 -0.198 -0.04
C -0.184 -3.654 0.684 0.00
C -1.203 1.398 2.095 0.02
C 0.356 -0.626 -4.728 0.01
H -4.681 -3.494 0.099 0.00
H -1.544 1.059 -2.508 0.00
O 2.992 -2.088 -1.758 0.00
C 1.059 -0.897 -2.461 0.02
H -1.762 2.408 3.878 0.00
C -0.139 0.577 2.767 0.01
H 1.590 -0.982 4.271 0.00
O 0.101 0.678 3.954 0.00
C -2.749 -4.992 0.799 0.00
N -1.356 1.210 0.769 -0.03
N 0.047 -0.143 -1.989 -0.03
C -2.970 2.984 0.784 0.00
N -2.619 -3.601 0.414 0.01
C 1.596 -0.984 2.132 -0.01
H -3.953 -2.035 0.797 0.00
H -3.646 3.602 0.214 0.00
C -2.230 2.004 0.145 0.01
C 3.922 -2.493 2.326 0.00
H -3.788 -5.294 0.700 0.00
H 0.284 -3.151 1.532 0.00
C 2.251 -1.453 0.962 -0.02
H 3.904 -2.556 0.173 0.00
C -2.841 3.145 2.155 0.01
H 2.055 -1.810 -4.093 0.00
C 3.418 -2.205 1.069 0.00
H 4.837 -3.056 2.414 0.00
C 3.261 -2.066 3.470 0.00
C -1.462 -2.950 0.338 0.00
H -2.361 1.848 -0.916 0.00
H 3.661 -2.311 4.439 0.00
O -1.486 -1.747 -0.032 -0.02
C -3.813 -2.847 0.082 0.00
H 0.511 -3.586 -0.155 0.00
C 2.103 -1.314 3.385 0.00
Cr -0.057 -0.202 0.042 1.08
H -2.152 -5.637 0.152 0.00
H -0.322 -4.699 0.936 0.00
H -3.702 -2.408 -0.909 0.00
N 0.481 -0.213 1.849 -0.05

# 3
80
Properties=species:S:1:pos:R:3:mulliken_spin:R:1 method="wB97M-V/def2-TZVPD" gap_ha="0.1206 / 0.1425" e_above_lowest_kcal_mol=6.4 lumo_ha="0.15439 / 0.15434" homo_energy_ev="0.92 / 0.32" total_charge=-2 multiplicity=6
H -0.196 3.774 5.341 0.00
H 5.866 -3.553 -1.232 0.01
H 1.774 -3.320 4.154 0.00
H 0.384 -1.729 2.849 0.01
C 3.629 -3.071 1.319 -0.14
C 1.819 1.190 -3.632 0.00
H 4.596 0.243 4.401 0.00
H 0.041 2.730 -5.068 0.00
H -1.938 4.538 3.732 0.00
N 1.677 -1.620 1.254 0.27
C 3.282 -3.466 2.621 0.55
C -4.790 -2.160 -1.461 0.00
C 0.148 -1.154 -3.626 0.01
H -5.582 -2.814 -1.768 0.00
H -2.678 3.651 5.075 0.00
H 3.299 -0.957 4.204 0.00
H -0.749 2.089 5.128 0.00
H -1.799 1.115 -5.345 0.00
N -1.992 1.380 -0.667 0.04
Br 5.867 -4.891 1.388 0.01
H 3.698 0.121 2.873 0.00
B -1.206 0.964 -1.765 -0.01
H 2.605 1.072 5.571 0.00
O 0.233 2.965 3.545 0.00
H -0.590 2.835 -0.060 0.00
C -2.719 -1.547 -0.870 0.02
C -0.146 2.709 -3.995 0.00
C 2.602 1.058 4.472 0.00
P 0.532 1.486 2.850 0.01
H -5.648 -0.166 -1.133 0.00
N -3.547 -0.447 -0.760 0.00
H 2.843 2.060 4.100 0.00
O -1.661 0.259 -2.873 0.00
H 0.693 -1.169 -2.682 0.00
C 1.323 -2.096 2.459 0.10
C 4.733 -3.549 0.598 -0.04
S 1.831 1.994 1.431 0.03
C -0.577 0.182 -3.801 0.00
C 3.096 -1.617 -0.639 0.13
H -1.733 -0.639 -5.410 0.00
C 0.333 1.383 -3.375 0.00
C 5.031 -3.137 -0.688 0.06
S -1.122 -1.797 -0.433 0.03
C 3.620 0.052 3.956 0.01
H -2.193 4.167 1.251 0.00
C -1.145 0.257 -5.220 0.00
C -1.622 2.542 0.057 0.03
C -2.523 3.259 0.767 -0.02
H -3.816 -4.575 -1.763 0.00
Fe 0.673 0.057 -0.023 3.69
Br 4.612 -1.607 -3.042 0.00
H -2.562 -4.241 -0.532 0.00
C -4.825 -0.848 -1.122 0.00
C -3.850 2.804 0.943 0.03
H 0.398 3.525 -3.526 0.00
H 1.999 0.881 -4.658 0.00
O 0.077 1.483 -1.974 0.01
N -3.498 -2.582 -1.334 0.00
C -4.158 1.543 0.440 -0.01
S -1.148 0.485 2.629 0.02
H -4.555 3.334 1.567 0.00
H -0.331 0.304 -5.939 0.00
H -1.207 2.857 -3.790 0.00
O 1.287 0.717 4.090 0.00
H -2.458 2.864 3.494 0.00
H -0.589 -1.953 -3.608 0.00
H 0.844 -1.325 -4.443 0.00
H 3.920 -4.130 3.188 0.05
H 2.211 0.447 -2.946 0.00
H -5.087 1.061 0.706 0.00
C 2.804 -2.112 0.672 0.03
H -2.211 -3.946 -2.231 0.00
C -0.654 3.064 4.636 0.00
C -2.027 3.563 4.207 0.00
C 2.088 -2.986 3.173 0.01
H 2.341 2.124 -3.441 0.00
C -3.252 0.828 -0.319 0.01
O 2.358 -0.716 -1.201 0.10
C -3.000 -3.913 -1.478 0.00
C 4.219 -2.184 -1.265 -0.02

Respective electronic energy values: -1571.8380 -2394.7906 -9655.9541 hartree.